This record from the OMol25 dataset describes C14H13FMnN4S as an isolated structure. The level of theory is ωB97M-V/def2-TZVPD.

Structure (ORCA input):
```
! wB97M-V def2-TZVPD RIJCOSX def2/J DEFGRID3
* xyz 1 5
Mn 0.40879 0.40139 0.21817
C -3.28664 -1.00545 2.09532
C -2.20872 -0.41935 1.25315
N -0.97918 -0.79246 1.27135
N -0.55383 -1.78223 2.09358
C 0.74002 -1.96839 2.01525
N 1.26769 -2.94948 2.75633
S 1.92045 -1.08982 1.02352
C -2.49798 0.68239 0.29455
C -3.78669 1.12900 0.05655
C -3.99305 2.14889 -0.86256
C -2.90852 2.70370 -1.51742
C -1.64640 2.21745 -1.22734
N -1.44083 1.23456 -0.35061
H -2.86011 -1.70547 2.80699
H -4.00891 -1.53786 1.47317
H -3.81870 -0.22107 2.63478
H 0.65714 -3.48991 3.34701
H 2.25796 -3.10976 2.78370
H -4.62247 0.68330 0.57410
H -4.99562 2.50266 -1.06009
H -3.02232 3.50145 -2.23601
H -0.76554 2.63691 -1.69757
F 2.37576 5.51726 2.77837
C 1.97306 4.36663 2.22884
C 0.77320 3.81969 2.64755
C 0.35029 2.62857 2.07434
C 1.14229 2.02406 1.10632
C 2.35443 2.57325 0.70979
C 2.77492 3.77154 1.27218
H 0.19210 4.32386 3.40735
H -0.58665 2.19069 2.39868
H 2.99096 2.08533 -0.01842
H 3.71006 4.23552 0.99125
*
```

* ⟨S²⟩: 6.22
* Kohn-Sham gap (alpha / beta): 0.256 / 0.277 hartree
* maximum force: 0.659 eV/A